ORCA calculation (the ωB97M-V functional and the def2-TZVPD basis) on a cluster of 20 separate species, C18H80BN3O20P in total.

```
! RIJCOSX wB97M-V def2-TZVPD def2/J DEFGRID3
* xyz -1 1
C -1.24773 2.29380 3.17911
C 0.14506 2.55432 3.09539
C 0.78967 2.95574 1.86175
P 1.79310 1.42957 1.02533
C 3.33847 2.03981 2.01632
C 2.76486 0.03226 0.11507
C 4.28871 0.17524 -0.05221
N 4.77158 -0.79173 -1.10070
C 0.13345 1.05266 0.10218
C -0.16025 -0.37855 -0.38271
C -0.09316 -0.59626 -1.91279
C -0.97791 0.39538 -2.68700
C -0.68536 -2.03682 -2.15021
C 0.38500 -3.03120 -2.61249
C 1.38626 -3.38258 -1.53185
C 1.83415 -4.62244 -1.30309
C 1.78093 -5.26250 0.08146
C 2.43622 -5.45542 -2.40820
N 1.22162 0.35500 2.36349
C 2.10148 -0.40054 3.20226
C 2.35236 0.16378 4.63459
B 2.21561 2.68591 -0.42260
N 2.34641 2.29710 -1.89043
O 2.39844 4.10950 -0.24152
H -1.93448 3.13384 3.22271
H -1.68165 1.29439 3.12974
H 0.72192 2.49610 4.02054
H 0.04379 3.37505 1.16885
H 1.43831 3.81025 2.11810
H 3.07468 2.54882 2.95137
H 3.92579 2.78347 1.46057
H 4.06280 1.28312 2.34725
H 2.57112 -0.96521 0.53697
H 2.42888 -0.07267 -0.92210
H 4.82161 -0.13168 0.85253
H 4.65424 1.15326 -0.37851
H 4.17900 -1.61546 -1.06054
H 4.58683 -0.32414 -1.98390
H -0.66327 1.30663 0.81387
H -0.01837 1.77559 -0.70782
H 0.35871 -1.17530 0.15894
H -1.22066 -0.59231 -0.16638
H 0.92674 -0.65464 -2.30037
H -0.33003 1.18851 -3.08436
H -1.79864 0.81082 -2.09793
H -1.40970 -0.07449 -3.57453
H -1.08822 -2.42133 -1.20501
H -1.51269 -2.04851 -2.86314
H 0.86670 -2.68522 -3.54516
H -0.13071 -3.96495 -2.86854
H 1.80096 -2.57958 -0.91328
H 2.48549 -4.81611 0.79544
H 0.77841 -5.10961 0.48059
H 1.97869 -6.33572 0.03689
H 1.87704 -6.38577 -2.59708
H 2.45127 -4.87282 -3.33508
H 3.46362 -5.71729 -2.16598
H 0.31622 -0.06906 2.24757
H 3.09584 -0.67116 2.81923
H 1.62338 -1.37865 3.41430
H 1.39259 0.32140 5.13194
H 2.93433 -0.59643 5.17799
H 2.96627 1.06680 4.62909
H 3.27348 2.61815 -2.18187
H 1.70607 2.93498 -2.37010
H 3.29823 4.33280 -0.52862
O -2.30512 5.21363 2.07778
H -1.54635 4.96688 1.53060
H -2.90143 5.67155 1.47492
O -4.33018 2.50953 1.47977
H -4.12729 2.10250 2.33296
H -3.85912 3.35603 1.51657
O -6.96565 2.97264 2.22470
H -6.15674 2.81984 1.69829
H -7.67703 2.63403 1.67020
O 0.76764 -1.77706 -5.63468
H 0.43601 -2.34187 -6.34265
H 1.08812 -0.98313 -6.09011
O 2.76869 -0.02251 -6.48862
H 3.06068 0.22625 -5.60301
H 3.57053 -0.32009 -6.93061
O 5.40230 4.74807 -1.54210
H 5.80450 4.40908 -0.73330
H 6.04065 5.38808 -1.87394
O -6.92734 0.76318 4.32613
H -6.67443 1.58695 3.89171
H -6.90537 0.98311 5.26347
O -4.75088 -0.49518 0.47893
H -5.01515 -0.95860 1.28358
H -4.73822 0.43183 0.74349
O -1.94733 3.46067 -0.94598
H -2.57415 2.82927 -0.57133
H -1.61456 3.01684 -1.73446
O 2.87723 -4.96942 -6.39062
H 2.14036 -4.54521 -5.92993
H 3.54459 -5.08392 -5.70550
O 0.16344 -5.24050 -7.33079
H 1.08187 -5.52469 -7.43355
H -0.35288 -5.97612 -7.67522
O 4.82077 -5.34331 -0.37278
H 4.63966 -5.82998 0.43873
H 4.79602 -4.41911 -0.09683
O 0.91967 5.20699 -2.56686
H 1.32097 4.86332 -1.75081
H 1.56677 5.83877 -2.89598
O -7.08713 3.43146 5.48359
H -7.40492 3.36102 4.57278
H -7.87742 3.63446 5.99527
O -9.24815 4.14317 1.22107
H -8.98309 4.96446 0.79359
H -9.21685 4.34713 2.16198
O -5.00546 -2.44500 2.93620
H -5.89803 -2.78863 3.05151
H -4.63909 -2.42839 3.82662
O 1.62973 -3.43250 4.73184
H 0.69531 -3.21910 4.83062
H 2.05801 -2.93677 5.43838
O 5.56647 -4.54342 2.23464
H 5.89414 -4.27709 3.10023
H 6.34142 -4.88033 1.77007
O -9.87616 1.40109 -0.47281
H -10.25641 1.80832 -1.25771
H -9.76720 2.13393 0.14465
*
```

Properties
E_LUMO in eV: 1.73
F_max in eV/Å: 4.11
ΔE to the lowest compared entry with this formula, charge and spin in eV: 0.000